1.
{
  "formula": "C32H64NO15",
  "method": "ωB97M-V/def2-TZVPD",
  "symbols": ["C", "N", "C", "C", "C", "O", "H", "H", "H", "H", "H", "H", "H", "H", "O", "C", "O", "C", "C", "C", "H", "H", "H", "H", "H", "H", "H", "H", "O", "C", "O", "C", "C", "C", "H", "H", "H", "H", "H", "H", "H", "H", "O", "C", "O", "C", "C", "C", "H", "H", "H", "H", "H", "H", "H", "H", "O", "C", "O", "C", "C", "C", "H", "H", "H", "H", "H", "H", "H", "H", "O", "C", "O", "C", "C", "C", "H", "H", "H", "H", "H", "H", "H", "H", "O", "C", "O", "C", "C", "C", "H", "H", "H", "H", "H", "H", "H", "H", "O", "C", "O", "C", "C", "C", "H", "H", "H", "H", "H", "H", "H", "H"],
  "xyz": [[-0.793, -3.217, 5.809], [-0.808, -1.790, 5.407], [0.061, -1.390, 4.301], [-2.101, -1.337, 5.187], [-3.136, -2.162, 4.456], [-2.433, -0.251, 5.584], [-0.523, -3.865, 4.947], [0.013, -3.312, 6.549], [-0.353, -1.592, 3.301], [0.982, -1.960, 4.382], [0.338, -0.348, 4.370], [-4.039, -2.179, 5.057], [-3.406, -1.689, 3.509], [-2.806, -3.177, 4.259], [-4.247, 5.982, 4.685], [-4.595, 5.053, 5.375], [-3.681, 4.403, 6.101], [-4.000, 3.410, 7.096], [-4.156, 2.042, 6.469], [-6.018, 4.553, 5.362], [-4.873, 3.709, 7.681], [-3.155, 3.405, 7.782], [-4.988, 2.018, 5.762], [-4.331, 1.285, 7.232], [-3.260, 1.771, 5.918], [-6.138, 3.848, 4.540], [-6.680, 5.400, 5.203], [-6.330, 4.084, 6.290], [0.463, 0.708, 2.425], [0.691, 0.516, 1.266], [1.709, -0.302, 0.911], [1.925, -0.745, -0.425], [2.744, 0.247, -1.225], [-0.091, 1.259, 0.209], [0.978, -0.984, -0.913], [2.472, -1.684, -0.335], [2.232, 1.199, -1.326], [2.948, -0.139, -2.223], [3.694, 0.441, -0.722], [0.363, 2.234, 0.055], [-1.095, 1.394, 0.579], [-0.171, 0.737, -0.746], [1.566, 1.596, -3.660], [2.064, 1.355, -4.724], [3.292, 0.798, -4.765], [3.890, 0.289, -5.959], [4.609, 1.380, -6.725], [1.386, 1.743, -6.018], [3.156, -0.236, -6.572], [4.610, -0.461, -5.633], [3.922, 2.157, -7.059], [5.112, 0.964, -7.599], [5.352, 1.861, -6.087], [1.637, 2.776, -6.254], [0.311, 1.664, -5.875], [1.641, 1.104, -6.861], [5.659, -3.983, -7.759], [6.493, -3.530, -7.022], [6.695, -2.197, -7.003], [7.507, -1.535, -6.030], [8.965, -1.516, -6.435], [7.376, -4.423, -6.186], [7.357, -1.966, -5.039], [7.130, -0.513, -5.982], [9.375, -2.523, -6.505], [9.556, -0.952, -5.712], [9.078, -1.054, -7.416], [8.229, -4.740, -6.785], [6.801, -5.295, -5.895], [7.726, -3.965, -5.265], [-1.317, 3.334, 1.558], [-1.630, 3.999, 2.510], [-1.757, 5.336, 2.378], [-2.316, 6.166, 3.402], [-1.271, 6.588, 4.412], [-1.796, 3.372, 3.874], [-3.172, 5.682, 3.874], [-2.701, 7.046, 2.886], [-0.855, 5.730, 4.940], [-1.703, 7.268, 5.147], [-0.442, 7.091, 3.911], [-0.822, 3.318, 4.359], [-2.176, 2.362, 3.743], [-2.498, 3.895, 4.521], [6.651, -6.771, -3.952], [6.057, -7.660, -4.499], [6.463, -8.930, -4.314], [5.716, -10.069, -4.749], [6.026, -10.422, -6.189], [4.924, -7.378, -5.458], [4.649, -9.922, -4.578], [6.025, -10.885, -4.098], [5.741, -9.620, -6.870], [5.495, -11.328, -6.483], [7.097, -10.587, -6.315], [5.334, -7.187, -6.450], [4.401, -6.488, -5.115], [4.185, -8.174, -5.517], [-9.055, 4.452, 5.713], [-9.557, 4.089, 4.686], [-9.499, 2.786, 4.354], [-10.219, 2.212, 3.261], [-9.453, 2.337, 1.961], [-10.165, 5.074, 3.715], [-11.224, 2.633, 3.194], [-10.339, 1.160, 3.514], [-9.301, 3.381, 1.682], [-9.988, 1.839, 1.152], [-8.466, 1.884, 2.060], [-9.380, 5.468, 3.071], [-10.598, 5.892, 4.287], [-10.963, 4.658, 3.104]],
  "mulliken_charge": [-1.010, 0.240, -1.172, 0.171, -1.056, -0.593, 0.115, 0.169, 0.249, 0.407, 0.409, 0.310, 0.286, 0.386, -0.579, 1.113, -0.498, -0.576, -0.625, -1.468, 0.364, 0.366, 0.143, 0.417, 0.205, 0.287, 0.422, 0.393, -0.403, 0.669, -0.378, -0.553, -0.670, -0.907, 0.347, 0.356, 0.244, 0.159, 0.327, 0.186, 0.232, 0.459, -0.494, 0.824, -0.346, -0.214, -1.036, -1.154, 0.332, 0.126, 0.362, 0.327, 0.314, 0.279, 0.324, 0.350, -0.582, 0.648, -0.376, -0.234, -1.195, 0.024, 0.426, 0.255, 0.292, 0.382, 0.320, 0.277, -0.590, 0.323, -0.489, 0.397, -0.431, -0.149, -1.081, 0.151, 0.266, 0.334, 0.220, 0.334, 0.343, 0.256, 0.188, -0.293, -0.558, 0.775, -0.360, -0.391, -0.941, -1.075, 0.364, 0.299, 0.268, 0.348, 0.294, 0.312, 0.356, 0.341, -0.553, 0.848, -0.368, -0.408, -0.970, -1.104, 0.362, 0.324, 0.272, 0.365, 0.295, 0.259, 0.340, 0.351],
  "orbital_gap_ev": 2.95,
  "total_charge": -1,
  "multiplicity": 1,
  "e_lumo_ha": 0.0601
}


2.
{
  "formula": "C32H64O12",
  "method": "ωB97M-V/def2-TZVPD",
  "symbols": ["C", "C", "O", "C", "C", "O", "H", "H", "H", "H", "H", "H", "H", "H", "C", "C", "O", "C", "C", "O", "H", "H", "H", "H", "H", "H", "H", "H", "C", "C", "C", "O", "H", "H", "H", "H", "H", "H", "C", "C", "C", "O", "H", "H", "H", "H", "H", "H", "C", "C", "C", "O", "H", "H", "H", "H", "H", "H", "C", "C", "C", "O", "H", "H", "H", "H", "H", "H", "C", "C", "C", "O", "H", "H", "H", "H", "H", "H", "C", "C", "C", "O", "H", "H", "H", "H", "H", "H", "C", "C", "C", "O", "H", "H", "H", "H", "H", "H", "C", "C", "C", "O", "H", "H", "H", "H", "H", "H"],
  "xyz": [[-2.472, -6.598, 0.684], [-1.050, -6.768, 0.495], [-0.420, -5.663, -0.205], [-0.122, -5.651, -1.516], [0.720, -4.497, -1.960], [-0.437, -6.538, -2.303], [-2.971, -7.496, 1.152], [-2.996, -6.240, -0.213], [-2.491, -5.802, 1.311], [-0.395, -6.922, 1.240], [-0.927, -7.832, 0.107], [0.271, -3.853, -2.629], [1.578, -4.684, -2.067], [0.941, -3.642, -1.160], [-0.048, 1.949, 0.776], [0.522, 0.512, 0.931], [-0.419, -0.465, 0.749], [-0.024, -1.793, 0.875], [-1.134, -2.697, 0.972], [1.090, -2.215, 0.948], [-1.053, 2.078, 1.240], [-0.145, 2.348, -0.161], [0.487, 2.615, 1.440], [1.469, 0.228, 0.446], [0.647, 0.413, 1.900], [-1.719, -2.304, 1.627], [-0.898, -3.692, 1.316], [-1.593, -2.695, -0.123], [-1.457, -6.031, 4.298], [-1.210, -4.599, 3.957], [0.176, -4.024, 3.829], [-2.245, -3.793, 3.806], [-0.994, -6.101, 5.321], [-0.972, -6.816, 3.639], [-2.481, -6.205, 4.407], [0.130, -3.037, 3.399], [0.666, -4.478, 3.059], [0.813, -4.215, 4.608], [-2.180, 0.439, -1.717], [-1.572, -0.588, -2.580], [-0.544, -0.015, -3.727], [-1.838, -1.788, -2.443], [-1.721, 1.334, -1.557], [-1.978, 0.306, -0.633], [-3.058, 0.763, -1.694], [-1.121, 0.591, -4.462], [-0.222, -0.953, -4.318], [0.401, 0.653, -3.240], [4.210, -3.588, -3.527], [3.107, -2.594, -3.261], [3.024, -1.373, -2.389], [1.906, -2.742, -4.018], [3.991, -4.373, -4.015], [4.632, -3.663, -2.470], [4.782, -2.875, -4.208], [3.714, -0.752, -2.791], [3.054, -1.757, -1.271], [2.119, -0.897, -2.543], [3.786, 4.123, 0.147], [3.302, 5.195, -0.728], [4.305, 5.910, -1.546], [2.023, 5.427, -1.012], [4.319, 3.259, -0.444], [3.139, 3.541, 0.842], [4.517, 4.433, 0.827], [3.832, 6.474, -2.377], [4.992, 5.133, -2.022], [4.946, 6.473, -1.070], [-1.557, 5.212, -1.074], [-2.827, 4.475, -1.571], [-3.485, 3.618, -0.593], [-3.165, 4.662, -2.900], [-1.336, 5.891, -1.899], [-0.649, 4.590, -0.663], [-1.756, 5.805, -0.159], [-3.882, 2.967, -1.287], [-4.340, 4.045, -0.022], [-2.686, 3.215, 0.019], [0.210, 2.451, 4.602], [1.475, 3.248, 4.669], [2.160, 3.786, 3.437], [1.859, 3.599, 5.972], [-0.415, 2.649, 3.750], [-0.433, 2.454, 5.594], [0.585, 1.438, 4.436], [2.415, 2.863, 2.863], [2.911, 4.492, 3.771], [1.417, 4.281, 2.850], [3.361, 2.559, -4.229], [2.282, 2.498, -3.223], [1.084, 3.517, -3.303], [2.307, 1.634, -2.228], [2.930, 2.371, -5.334], [4.097, 1.961, -4.188], [3.979, 3.670, -4.471], [1.360, 4.598, -3.211], [0.151, 3.327, -2.850], [0.765, 3.282, -4.212], [-5.722, 1.257, 1.925], [-4.439, 1.063, 2.704], [-3.871, -0.383, 2.535], [-3.743, 2.112, 3.172], [-6.613, 0.839, 2.644], [-5.912, 0.575, 1.126], [-6.004, 2.413, 1.797], [-3.026, -0.419, 3.134], [-3.521, -0.662, 1.513], [-4.689, -0.878, 2.932]],
  "mulliken_charge": [-0.856, -0.608, -0.214, 0.289, -1.796, -0.613, 0.330, 0.321, 0.177, 0.533, 0.342, 0.530, 1.104, 0.420, 0.299, -0.720, 0.116, 0.243, -0.322, -0.618, -0.238, -0.055, -0.158, 0.250, 0.609, 0.856, -0.636, 0.181, -1.217, 1.084, -1.250, -0.566, 0.406, 0.215, 0.332, 0.163, 0.383, 0.549, -1.664, 0.564, -0.493, -0.613, 0.200, 0.224, 1.367, 0.496, 0.265, -0.338, -1.319, 0.659, -0.274, -0.578, 0.455, 0.279, 0.320, 0.583, 0.173, -0.294, -0.801, 1.017, -1.350, -0.540, 0.181, -0.142, 0.539, 0.300, 0.281, 0.525, -0.857, 0.732, -0.704, -0.651, 0.302, 0.030, 0.453, 0.314, 0.482, -0.066, -0.685, 0.484, -0.660, -0.611, 0.194, 0.314, 0.205, 0.106, 0.357, 0.357, -1.831, 1.157, -1.361, -0.374, 0.312, 0.623, 0.235, 0.265, 0.246, 0.714, -1.240, 0.865, -1.078, -0.598, 0.377, 0.365, 0.286, 0.274, 0.167, 0.613],
  "orbital_gap_ev": 9.13,
  "relative_energy_kcal_mol": 294.5,
  "smiles": "CCOC(C)=O.CCOC(C)=O.CC(C)=O.CC(C)=O.CC(C)=O.CC(C)=O.CC(C)=O.CC(C)=O.CC(C)=O.CC(C)=O",
  "multiplicity": 1,
  "e_lumo_ha": -0.0032
}